[1]
30
Properties=species:S:1:pos:R:3:forces:R:3 method="wB97M-V/def2-TZVPD" homo_energy_ev=-7.83 e_above_lowest_ev=2.461
C -2.3713 1.4883 -0.6940 -0.38 0.46 -0.18
C -1.5602 2.3804 -1.6977 -0.47 0.98 1.23
O -0.8662 1.6626 -2.7488 -0.05 -1.04 0.92
C -0.4526 0.3953 -2.3753 0.56 -3.03 0.40
C -0.9995 -0.7941 -3.0560 0.96 -0.55 1.02
C -0.5914 -2.1588 -2.6971 1.18 1.81 1.13
C 0.3954 -2.3777 -1.6389 -0.48 2.04 -0.22
C 0.9647 -1.2209 -0.9273 -1.83 -0.41 -2.34
C 0.5253 0.1361 -1.3153 0.15 -1.17 0.34
S 1.2801 1.4882 -0.3315 -0.27 -0.93 0.31
C 1.2978 0.7167 1.3313 -0.04 -1.22 0.23
C 0.9703 1.4720 2.5275 0.45 -2.93 0.42
C 0.9847 0.7223 3.8034 0.59 -0.81 -1.51
C 1.3551 -0.6908 3.8325 0.17 0.22 -1.79
C 1.6868 -1.4405 2.6068 -0.78 2.93 -0.29
C 1.6404 -0.7221 1.3348 -0.18 0.50 2.24
N 1.9314 -1.4565 0.1158 -1.50 1.51 0.49
H -1.7423 0.8764 0.0001 -0.41 0.48 -0.80
H -2.9847 2.1743 -0.0428 0.60 -0.57 -0.70
H -3.0881 0.8352 -1.2553 0.66 0.41 0.54
H -2.2523 3.1210 -2.1940 0.69 -1.04 0.21
H -0.8378 3.0102 -1.1012 -0.55 -0.75 -0.71
H -1.7739 -0.7070 -3.8604 0.91 0.27 0.89
H -1.0278 -3.0340 -3.2407 0.44 1.02 0.60
H 0.7381 -3.3961 -1.3162 -0.52 1.04 -0.53
H 0.6997 2.5527 2.4665 0.27 -1.17 0.07
H 0.7154 1.2236 4.7673 0.34 -0.47 -1.12
H 1.4023 -1.2834 4.7820 -0.19 0.94 -0.88
H 1.9518 -2.5209 2.5891 -0.27 0.97 0.30
H 2.0087 -2.4524 0.3357 -0.03 0.51 -0.28

---

[2]
32
Properties=species:S:1:pos:R:3:forces:R:3 method="wB97M-V/def2-TZVPD" homo_energy_ev=-12.24 total_charge=+1 e_above_lowest_ev=0.246
N 4.4716 -0.6959 0.8796 -0.50 -0.02 -0.05
C 3.4295 0.2701 0.4909 0.44 -0.50 0.07
C 2.6091 -0.2187 -0.6965 -0.05 0.48 0.19
C 1.6474 0.8665 -1.2155 0.24 -0.17 -0.28
N 0.2284 0.4909 -1.1339 0.17 -0.22 0.06
C -0.5090 0.5623 -0.0809 -0.02 0.44 0.27
N -1.8458 0.1702 -0.0373 0.56 0.00 -0.73
C -2.2851 -0.8156 -0.9593 0.01 0.11 0.11
O -1.8501 -0.9245 -2.0739 -0.09 -0.10 0.45
N -3.2716 -1.6813 -0.3724 -0.43 0.22 -0.92
C -2.7984 -3.0243 -0.3339 0.23 0.02 0.59
O -2.0589 -3.4521 0.4777 0.11 0.08 -0.26
F -3.2992 -3.7440 -1.3261 -0.23 -0.09 0.04
C -2.7375 1.3518 0.1912 -0.23 -0.23 0.41
O -2.0005 2.3038 0.8880 -0.03 0.14 -0.21
C -1.1257 1.7720 1.8367 0.02 -0.16 0.22
N -0.0063 1.0991 1.1047 -0.68 0.11 -0.06
H 4.3095 -1.0393 1.8162 0.12 0.05 0.07
H 4.4414 -1.5122 0.2816 0.14 0.00 -0.07
H 3.9205 1.2047 0.2224 -0.10 0.22 0.02
H 2.7646 0.4543 1.3333 -0.02 0.23 0.09
H 3.2926 -0.4761 -1.5015 0.02 -0.23 -0.06
H 2.0494 -1.1050 -0.4014 -0.01 -0.20 -0.14
H 1.8237 1.0394 -2.2729 -0.05 0.05 -0.07
H 1.7855 1.8184 -0.7109 -0.09 -0.01 0.24
H -0.2042 0.1154 -1.9733 -0.13 -0.12 0.06
H -4.0893 -1.6488 -0.9819 0.00 -0.09 -0.02
H -3.0005 1.7875 -0.7719 0.02 0.09 -0.04
H -3.6424 1.0298 0.7067 0.06 -0.13 0.22
H -0.7325 2.6006 2.4127 0.15 0.06 -0.06
H -1.6262 1.0758 2.5135 -0.13 -0.10 -0.04
H 0.3100 0.3253 1.6883 0.48 0.07 -0.09

---

Calculated total energy per entry: -29099.421 -24842.465 eV